(1)
ORCA calculation (ωB97M-V with the def2-TZVPD basis set) on a molecular structure, C13H15AsN4S3Tc at a distorted geometry.

Last column: natural (NBO) charge in e.
Atoms and positions in Å:
Tc -0.96002 1.08052 -0.31544  0.636
As -1.47741 -0.62913 -2.08526  1.029
S 4.20277 -2.14487 3.68560  0.012
S 0.50943 2.26890 -1.66343  0.250
S -1.70354 3.13886 0.38125  0.214
N 1.92144 -2.77736 4.76730  -0.728
N -0.59782 6.65439 0.75891  -0.056
N 0.29277 -0.05583 0.77862  -0.487
N 2.22968 5.46274 -1.98681  -0.048
C 0.35560 -1.31877 2.81397  -0.206
C -1.04575 -0.25695 -3.94932  -0.915
C 2.53215 -2.12576 3.78458  0.036
C -3.36793 -1.11837 -2.22555  -0.920
C 1.63753 -0.12275 0.73389  0.051
C 1.40749 4.78226 -1.57687  0.157
C 1.75627 -1.40360 2.77269  0.026
C -0.57145 5.58920 0.34189  0.161
C -0.51684 4.27070 -0.15884  -0.178
C 2.38587 -0.77134 1.68921  -0.168
C -0.69266 -2.39678 -1.75127  -0.913
C 0.43836 3.88959 -1.07132  -0.150
C -0.31884 -0.65706 1.81751  0.035
H 0.92276 -2.78270 4.90639  0.394
H -3.45316 -1.92292 -2.96401  0.267
H -1.26307 -1.15000 -4.54358  0.268
H -3.96848 -0.27218 -2.56375  0.261
H -1.66827 0.56342 -4.31496  0.262
H -3.75765 -1.47945 -1.27185  0.253
H -1.40505 -0.60885 1.83311  0.217
H 2.11661 0.35507 -0.11104  0.235
H 0.00331 0.01001 -4.08027  0.258
H 2.47273 -3.29084 5.44096  0.442
H 3.46157 -0.79432 1.59918  0.293
H -0.93627 -3.05162 -2.59108  0.265
H -0.21334 -1.75803 3.61509  0.245
H 0.39076 -2.34776 -1.65155  0.252
H -1.11955 -2.82841 -0.84393  0.249

The relative energy (zero: lowest compared OMol25 entry of this formula, charge and spin) comes out at 6.8 kcal/mol. The frontier orbital gap (spin up / spin down) is 5.46 / 3.25 eV. As for the multiplicity: 4. The charge is +2.

---

(2)
ORCA calculation (ωB97M-V with the def2-TZVPD basis set) on a molecular structure, C13H15Br2F16NO4Si.

Last column: natural (NBO) charge in e.
Atoms and positions in Å:
Br -4.47200 -4.62193 -1.95721  0.032
Br -6.98570 -2.91107 -0.26476  -0.013
Si -2.56702 -4.19957 0.36687  1.418
F -0.10895 2.39423 -1.76480  -0.306
F 0.79235 3.70194 2.64167  -0.317
F -1.56085 0.77798 -2.08655  -0.334
F -0.47420 0.44653 2.89067  -0.331
F 3.05871 2.91176 0.88779  -0.310
F 5.11548 3.42972 2.52320  -0.317
F 2.62208 3.05375 -2.76749  -0.318
F 4.64525 1.38577 0.83843  -0.337
F -0.79345 2.94732 3.94292  -0.320
F 0.75624 1.96676 -4.41997  -0.322
F 2.79075 0.33207 -3.58638  -0.313
F -1.34552 2.49336 -4.14912  -0.318
F 4.64013 2.28103 -3.11488  -0.320
F 3.34042 2.93365 3.69308  -0.321
F 3.98901 -0.02907 -1.81491  -0.331
F 1.26603 1.20877 3.93842  -0.316
O -1.30208 -3.77955 -0.63675  -0.795
O 1.91997 0.64603 -1.53273  -0.523
O -1.62812 -2.31680 -2.17386  -0.237
O 1.24535 1.11622 1.69320  -0.511
N -1.43960 -3.44599 -2.04138  0.440
C -5.38551 -3.64443 0.59449  -0.250
C -0.13972 2.74282 2.78034  0.506
C 0.66864 0.16912 -1.99051  -0.132
C 3.60781 1.89595 1.58249  0.597
C -0.42517 1.53015 -3.94155  0.521
C 4.26983 2.43480 2.85653  0.521
C -5.13626 -2.90906 1.90825  -0.636
C -0.32180 1.25031 -2.43629  0.597
C 0.53165 1.35831 2.82532  0.851
C -4.19653 -3.55306 -0.35085  -0.737
C 3.55859 2.20184 -2.31263  0.499
C 3.01533 0.76343 -2.33937  0.852
C 2.61050 0.73845 1.71308  -0.136
H -6.07014 -2.66050 2.39992  0.241
H 0.76993 -0.59692 -2.75939  0.211
H -2.25478 -3.55695 1.65474  -0.194
H -4.55366 -3.53640 2.58396  0.220
H 4.82872 1.64403 3.36215  0.141
H 3.83127 2.45818 -1.29071  0.161
H 2.86114 0.11547 2.57126  0.210
H 0.20504 -0.28170 -1.11285  0.231
H -0.84475 2.78869 1.94890  0.152
H -0.72446 0.62724 -4.47896  0.141
H -4.58240 -1.98484 1.73561  0.218
H -4.08913 -2.52392 -0.69870  0.256
H 2.74819 0.15734 0.80252  0.241
H -2.65184 -5.66204 0.51585  -0.189
H -5.63477 -4.68922 0.77092  0.227

The frontier orbital gap is 9.55 eV.

---

(3)
ORCA calculation (ωB97M-V with the def2-TZVPD basis set) on a molecular structure, C13H15FeN4O4 at a distorted geometry.

Last column: natural (NBO) charge in e.
Atoms and positions in Å:
Fe 0.07946 0.67204 -1.46372  1.371
O 0.11196 1.20753 0.74733  -0.556
O 0.73839 2.54708 2.48326  -0.535
O 2.60338 -5.07863 -1.03970  -0.694
O -3.52669 0.99729 4.15378  -0.711
N 1.22548 2.72338 -1.02556  -0.686
N 1.54999 -0.43415 -2.17140  -0.645
N 1.40618 2.98384 0.34793  -0.482
N -1.75854 1.02758 -0.44704  -0.607
C -3.93107 1.01811 0.50292  -0.246
C 3.51489 -3.99719 -1.08649  -0.091
C -3.39114 1.06741 1.79059  0.075
C -4.30154 1.07702 2.98368  -0.096
C 2.54767 -0.85231 -2.96269  0.038
C -1.26806 1.12662 0.78908  0.512
C 2.84166 -2.70193 -1.46915  0.013
C 1.13270 -1.03300 -1.04185  -0.188
C 0.74752 2.28933 1.32307  0.885
C 1.81797 -2.19212 -0.68586  -0.243
C 3.21201 -2.00970 -2.62600  -0.250
C -2.01382 1.11494 1.94663  -0.280
C -3.09266 0.98644 -0.58458  0.073
H -3.47103 0.90782 -1.59392  0.222
H -4.10260 0.99944 4.92410  0.492
H 1.54848 -2.71674 0.22442  0.228
H 0.79920 3.53453 -1.46718  0.385
H 3.92054 -3.91617 -0.07715  0.203
H 2.28357 -5.26132 -1.92945  0.470
H -4.99873 0.23594 2.89568  0.196
H 4.01468 -2.38250 -3.25006  0.230
H 1.93659 3.79341 0.63248  0.414
H -5.00205 0.98435 0.35677  0.241
H 4.34823 -4.20183 -1.76441  0.174
H 2.78080 -0.25832 -3.83365  0.209
H -4.89202 2.00126 2.94988  0.198
H 2.13732 2.58029 -1.45093  0.392
H -1.54873 1.16022 2.91920  0.290

The relative energy (zero: lowest compared OMol25 entry of this formula, charge and spin) comes out at 68.5 kcal/mol. The frontier orbital gap (spin up / spin down) is 8.14 / 8.76 eV. As for the multiplicity: 5. The charge is +1.

---

(4)
ORCA calculation (ωB97M-V with the def2-TZVPD basis set) on a molecular structure, C13H15INO3SiTl at a distorted geometry.

Last column: natural (NBO) charge in e.
Atoms and positions in Å:
Tl 2.25343 6.65437 9.58854  0.716
I 3.38531 6.99397 6.82241  -0.835
Si 1.97170 4.00153 13.37364  1.918
O 3.09729 9.54405 12.60018  -0.675
O 2.32849 8.35884 10.90271  -0.896
O 2.79063 4.02773 12.14297  -1.238
N 4.38037 6.45572 11.93819  -0.423
C 2.84754 4.77297 15.07975  -1.098
C 5.27172 4.31066 11.86853  -0.303
C 5.45839 5.65380 11.83328  0.176
C 3.25823 8.62809 11.81583  0.761
C 5.82614 8.35881 11.86303  -0.268
C 7.57047 3.93664 11.44840  -0.203
C 4.53559 7.76438 11.87459  0.105
C 0.23041 4.96232 13.43518  -1.124
C 6.26812 3.45094 11.60651  -0.277
C 7.87269 5.29730 11.47799  -0.264
C 6.88629 7.48098 11.96313  -0.137
C 1.13470 2.15901 13.07970  -1.091
C 6.75192 6.13775 11.73586  -0.125
H 3.77695 4.11510 11.66780  0.454
H 7.89526 7.80870 12.18345  0.180
H 0.47050 1.71333 13.82360  0.186
H 2.35042 4.65533 16.06477  0.202
H 8.38544 3.23757 11.34560  0.171
H 0.60864 2.26063 12.13588  0.217
H 1.98608 1.52985 12.81826  0.209
H 8.87854 5.67784 11.35198  0.191
H 6.11877 2.40579 11.50263  0.175
H 3.10932 5.80079 14.92745  0.233
H 5.90974 9.44408 11.99103  0.219
H -0.27502 4.66685 12.47604  0.213
H 0.35840 6.04578 13.55743  0.222
H 3.79942 4.24884 14.97858  0.217
H -0.27733 4.54295 14.28848  0.197

The relative energy (zero: lowest compared OMol25 entry of this formula, charge and spin) comes out at 20.5 kcal/mol. The frontier orbital gap is 6.23 eV. The charge is -2.

---

(5)
ORCA calculation (ωB97M-V with the def2-TZVPD basis set) on a gas-phase ion, C13H15N2O (charge +1) at a distorted geometry.

Last column: natural (NBO) charge in e.
Atoms and positions in Å:
O 2.72759 -2.20791 0.61998  -0.566
N 2.69701 0.11126 0.59923  -0.480
N -4.49115 0.93154 0.79531  -0.456
C -3.65739 0.92627 1.92464  0.010
C 2.38661 -1.17286 0.06368  0.689
C 3.80726 0.05670 1.59191  -0.426
C -0.88800 -0.82594 -2.21624  -0.182
C 3.11236 1.08914 -0.44950  -0.442
C -1.81483 0.03556 0.45117  0.025
C -2.24767 -0.35003 -2.07271  -0.169
C -4.12380 0.54339 -0.46323  0.137
C -2.73611 0.07411 -0.71070  -0.097
C 0.05281 -0.86767 -1.02110  0.082
C -2.28636 0.48121 1.79579  -0.181
C -0.40182 -0.46074 0.29726  -0.217
C 1.52771 -1.36946 -1.26137  -0.533
H -4.82558 0.58194 -1.33739  0.258
H 3.71238 0.65000 -1.29045  0.201
H 4.78474 0.02504 1.03389  0.199
H 1.96817 -0.68483 -2.04937  0.246
H 1.53054 -2.44478 -1.59079  0.278
H 3.79890 1.04695 2.14255  0.205
H 3.78072 1.84218 0.06384  0.228
H 2.22406 1.66347 -0.82361  0.211
H -4.04706 1.29108 2.90967  0.261
H -2.93456 -0.29222 -2.96021  0.247
H -1.55496 0.45046 2.64263  0.266
H -0.55365 -1.16330 -3.22790  0.251
H 3.69601 -0.73992 2.36614  0.244
H 0.20635 -0.48607 1.23070  0.260
H -5.45029 1.26542 0.94618  0.450

The relative energy (zero: lowest compared OMol25 entry of this formula, charge and spin) comes out at 48.6 kcal/mol. As for the SMILES: CN(C)C(=O)Cc1ccc2c[nH+]ccc2c1. The frontier orbital gap is 7.45 eV. The charge is +1.

---

(6)
ORCA calculation (ωB97M-V with the def2-TZVPD basis set) on a molecular structure, C13H15N3O7SV at a distorted geometry.

Last column: natural (NBO) charge in e.
Atoms and positions in Å:
V 0.63711 0.41953 0.51711  1.064
S 0.53140 2.98980 0.45388  2.261
O 0.83151 0.40959 -1.56815  -0.751
O 3.82291 -1.21441 0.98808  -0.740
O -0.09627 1.10379 -3.46862  -0.742
O 1.97757 -0.36378 1.90100  -0.753
O 0.95445 2.55670 1.77862  -0.945
O -0.48880 -3.58520 0.74904  -0.765
O -0.03369 4.34158 0.41679  -1.008
N 0.35168 -1.48650 0.33897  -0.657
N -0.49540 1.88903 -0.02048  -0.966
N -1.80678 -0.46343 1.63575  -0.812
C 3.18953 4.25438 -2.32548  -0.241
C 0.00606 1.08170 -2.23802  0.774
C -0.94638 1.95357 -1.37542  -0.342
C 5.32017 3.32214 -3.29517  -0.622
C -0.58961 -2.34427 0.65345  0.620
C 2.59447 -1.10813 1.08628  0.738
C 1.68828 -1.98647 0.18403  -0.344
C 2.00539 3.10295 -0.57862  -0.318
C -1.96882 -1.69603 0.89708  -0.284
C 4.04829 2.19680 -1.43837  -0.161
C 4.16286 3.25660 -2.33907  -0.032
C 2.12091 4.17479 -1.45412  -0.177
C 2.98619 2.11814 -0.55981  -0.157
H 1.36041 4.93951 -1.41520  0.235
H 6.12463 2.67153 -2.95528  0.208
H -2.68487 0.00592 1.81986  0.354
H 5.01592 2.99537 -4.29230  0.213
H -2.41957 -1.47076 -0.07546  0.188
H -0.97206 2.98879 -1.75509  0.196
H 4.80184 1.42129 -1.42450  0.206
H 2.93496 1.30750 0.15912  0.244
H 1.75284 -3.04864 0.47908  0.215
H 5.70456 4.34081 -3.37794  0.198
H 3.27368 5.09086 -3.01026  0.190
H -1.29619 -0.62919 2.49726  0.362
H 2.01300 -1.88093 -0.86073  0.199
H -1.96139 1.53442 -1.43904  0.196
H -2.60496 -2.43895 1.41998  0.158

The relative energy (zero: lowest compared OMol25 entry of this formula, charge and spin) comes out at 39.6 kcal/mol. The frontier orbital gap (spin up / spin down) is 4.27 / 3.74 eV. As for the multiplicity: 2. The charge is -2.

---

Number 1: molecular weight 496.41 Da. Number 2: molecular weight 741.13 Da. Number 3: molecular weight 347.13 Da. Number 4: molecular weight 592.64 Da. Number 5: molecular weight 215.28 Da. Number 6: molecular weight 408.29 Da.